(1)
This record from OMol25 describes the molecule C5H7NO. The level of theory is the ωB97M-V functional and the def2-TZVPD basis.

Properties
SMILES ... [H]/N=C1\[C@@H]2[C@H](CO)[C@H]12
HOMO-LUMO gap ... 10.436 eV
Electronic energy ... -8832.774 eV
Relative energy (zero: lowest compared OMol25 entry of this formula, charge and spin) ... 3.429 eV
Highest occupied orbital energy ... -9.5 eV

Geometry as ORCA input:
```
! RIJCOSX wB97M-V def2-TZVPD def2/J DEFGRID3
* xyz 0 1
H -2.413 1.113 1.354
N -2.119 0.144 1.256
C -0.893 -0.008 1.018
C 0.536 0.433 0.924
C 0.921 -0.457 -0.228
C 0.367 -0.068 -1.601
O -0.703 0.832 -1.471
C 0.083 -1.049 0.848
H 1.218 0.875 1.643
H 1.946 -0.832 -0.234
H 1.177 0.389 -2.191
H -0.003 -0.942 -2.144
H -0.456 1.397 -0.723
H 0.339 -1.829 1.549
*
```

---

(2)
This record from OMol25 describes the molecule C4H6N2O. The level of theory is the ωB97M-V functional and the def2-TZVPD basis.

Properties
SMILES ... O=C1NC[C@H]2CN12
HOMO-LUMO gap ... 10.543 eV
Electronic energy ... -9271.989 eV
Relative energy (zero: lowest compared OMol25 entry of this formula, charge and spin) ... 1.513 eV
Highest occupied orbital energy ... -9.7 eV

Geometry as ORCA input:
```
! RIJCOSX wB97M-V def2-TZVPD def2/J DEFGRID3
* xyz 0 1
O -0.757 -2.452 0.572
C -0.290 -1.427 0.144
N -0.513 -0.866 -1.106
C -0.341 0.575 -1.003
C 0.816 0.601 -0.008
C 0.463 0.669 1.428
N 0.708 -0.618 0.776
H -1.213 -1.287 -1.696
H -1.243 1.054 -0.590
H -0.100 1.055 -1.952
H 1.804 0.783 -0.418
H 1.213 0.929 2.173
H -0.549 0.984 1.680
*
```

---

(3)
This record from OMol25 describes the molecule C2H8N2Si in a non-equilibrium geometry. The level of theory is the ωB97M-V functional and the def2-TZVPD basis.

Properties
HOMO-LUMO gap ... 7.559 eV
Electronic energy ... -13057.623 eV
Relative energy (zero: lowest compared OMol25 entry of this formula, charge and spin) ... 1.939 eV
Highest occupied orbital energy ... -7.1 eV

Geometry as ORCA input:
```
! RIJCOSX wB97M-V def2-TZVPD def2/J DEFGRID3
* xyz 0 1
C 1.209 -0.582 -1.139
C -1.140 0.507 0.377
N 0.061 0.006 -1.692
N -1.143 -0.126 -0.967
Si 0.336 0.068 1.501
H 1.198 -1.661 -1.140
H 2.145 -0.117 -1.394
H -1.185 1.586 0.198
H -2.091 0.212 0.818
H 0.194 0.992 -1.902
H -1.313 -1.123 -0.858
H 0.121 -1.086 2.363
H 0.993 1.210 2.117
*
```

---

(4)
This record from OMol25 describes the molecule C2H3NO2 in a non-equilibrium geometry. The level of theory is the ωB97M-V functional and the def2-TZVPD basis.

Properties
SMILES ... C=[N+]([O-])C=O
HOMO-LUMO gap (spin up / spin down) ... 8.974 / 8.977 eV
Electronic energy ... -7704.339 eV
Relative energy (zero: lowest compared OMol25 entry of this formula, charge and spin) ... 3.504 eV
Highest occupied orbital energy (spin up / spin down) ... -9.5 / -9.5 eV

Geometry as ORCA input:
```
! RIJCOSX wB97M-V def2-TZVPD def2/J DEFGRID3
* xyz 0 1
C -0.506 -0.191 0.684
N 0.421 -0.750 -0.067
O 0.644 -1.944 -0.407
C 1.410 0.193 -0.491
O 1.638 1.213 0.089
H -1.422 -0.585 1.032
H -0.289 0.843 0.801
H 1.918 -0.152 -1.511
*
```

---

Please write out number 2 again, unchanged.
This record from OMol25 describes the molecule C4H6N2O. The level of theory is the ωB97M-V functional and the def2-TZVPD basis.

Properties
SMILES ... O=C1NC[C@H]2CN12
HOMO-LUMO gap ... 10.543 eV
Electronic energy ... -9271.989 eV
Relative energy (zero: lowest compared OMol25 entry of this formula, charge and spin) ... 1.513 eV
Highest occupied orbital energy ... -9.7 eV

Geometry as ORCA input:
```
! RIJCOSX wB97M-V def2-TZVPD def2/J DEFGRID3
* xyz 0 1
O -0.757 -2.452 0.572
C -0.290 -1.427 0.144
N -0.513 -0.866 -1.106
C -0.341 0.575 -1.003
C 0.816 0.601 -0.008
C 0.463 0.669 1.428
N 0.708 -0.618 0.776
H -1.213 -1.287 -1.696
H -1.243 1.054 -0.590
H -0.100 1.055 -1.952
H 1.804 0.783 -0.418
H 1.213 0.929 2.173
H -0.549 0.984 1.680
*
```

---

What did the third record say?
This record from OMol25 describes the molecule C2H8N2Si in a non-equilibrium geometry. The level of theory is the ωB97M-V functional and the def2-TZVPD basis.

Properties
HOMO-LUMO gap ... 7.559 eV
Electronic energy ... -13057.623 eV
Relative energy (zero: lowest compared OMol25 entry of this formula, charge and spin) ... 1.939 eV
Highest occupied orbital energy ... -7.1 eV

Geometry as ORCA input:
```
! RIJCOSX wB97M-V def2-TZVPD def2/J DEFGRID3
* xyz 0 1
C 1.209 -0.582 -1.139
C -1.140 0.507 0.377
N 0.061 0.006 -1.692
N -1.143 -0.126 -0.967
Si 0.336 0.068 1.501
H 1.198 -1.661 -1.140
H 2.145 -0.117 -1.394
H -1.185 1.586 0.198
H -2.091 0.212 0.818
H 0.194 0.992 -1.902
H -1.313 -1.123 -0.858
H 0.121 -1.086 2.363
H 0.993 1.210 2.117
*
```

---

Look up the relative energy (zero: lowest compared OMol25 entry of this formula, charge and spin) of the first one.
3.429 eV

---

The highest relative energy (zero: lowest compared OMol25 entry of this formula, charge and spin) belongs to which entry?
C2H3NO2